Here is a cluster of 2 separate species, C6H17ClN2Si in total in a non-equilibrium geometry from the OMol25 dataset. Energies are from ωB97M-V with the def2-TZVPD basis set.

Atoms and positions in Å:
C -3.581 0.763 -0.663
C 1.198 -2.706 1.565
C -2.320 1.407 -0.159
C 0.907 -1.628 0.489
C 0.936 0.659 -1.194
C 0.678 0.630 0.274
N -1.575 0.342 0.431
N 1.200 -0.304 1.112
Si 2.780 0.779 -1.348
Cl 0.535 2.290 0.881
H -4.018 0.379 0.230
H -4.318 1.482 -1.054
H -3.366 0.012 -1.413
H 1.846 -2.191 2.253
H 0.258 -2.905 2.081
H 1.602 -3.591 1.198
H -1.777 1.927 -1.129
H -2.614 2.287 0.506
H 1.577 -1.815 -0.346
H 0.010 -1.670 -0.047
H 0.473 1.631 -1.589
H 0.368 -0.165 -1.632
H -1.472 0.315 1.391
H 0.935 -0.213 2.116
H 3.293 0.598 -2.754
H 3.018 -0.259 -0.372
H 3.426 1.949 -0.825

Strongest force on any atom ... 4.5 eV/Å
Net charge ... 0
Energy above the lowest of the compared OMol25 structures with the same formula, charge and spin ... 145.2 kcal per mole
Total energy ... -29873.623 eV
HOMO-LUMO gap (alpha / beta) ... 8.0 / 8.0 eV

***

Here is a cluster of 2 separate species, C6H17N2 in total in a non-equilibrium geometry from the OMol25 dataset. Energies are from ωB97M-V with the def2-TZVPD basis set.

Atoms and positions in Å:
N -5.159 -0.509 -1.250
C 0.619 -0.641 0.574
C 0.412 -0.182 1.933
C -1.085 0.129 2.280
C 0.514 0.286 -0.545
N 1.785 0.592 -1.266
C 2.317 -0.659 -1.836
C 2.796 1.148 -0.367
H -5.492 0.073 -0.481
H -5.957 -1.114 -1.446
H -5.190 0.139 -2.024
H 0.451 -1.705 0.394
H 0.840 -0.869 2.671
H 0.965 0.746 2.140
H -1.709 -0.751 2.445
H -1.471 0.638 1.400
H -1.064 0.592 3.261
H -0.131 -0.056 -1.366
H 0.097 1.259 -0.268
H 1.538 -1.216 -2.360
H 3.196 -0.586 -2.469
H 2.623 -1.357 -1.027
H 3.017 0.544 0.531
H 3.670 1.406 -0.955
H 2.419 2.092 0.030

Strongest force on any atom ... 2.9 eV/Å
Net charge ... +1
Energy above the lowest of the compared OMol25 structures with the same formula, charge and spin ... 96.2 kcal per mole
Total energy ... -9467.863 eV
HOMO-LUMO gap ... 5.7 eV

***

Here is a cluster of 2 separate species, C6H17N2 in total in a non-equilibrium geometry from the OMol25 dataset. Energies are from ωB97M-V with the def2-TZVPD basis set.

Atoms and positions in Å:
N -2.730 -1.278 -1.426
C -2.103 -0.731 -0.192
C -3.100 -0.218 0.882
C -1.160 0.354 -0.553
N 2.703 0.257 0.764
C 1.658 0.526 -0.179
C 2.322 1.287 -1.352
C 2.312 -0.237 2.066
H -2.085 -1.972 -1.811
H 3.532 -0.213 0.435
H -2.631 -0.536 -2.123
H -1.734 -1.644 0.290
H -2.710 -0.178 1.892
H -4.016 -0.815 0.807
H -3.385 0.835 0.694
H -1.469 1.298 -0.085
H -0.971 0.584 -1.601
H 1.148 -0.440 -0.517
H 0.862 1.091 0.332
H 2.891 0.557 -1.931
H 3.012 1.972 -0.875
H 1.610 1.753 -2.034
H 3.115 -0.400 2.774
H 1.675 0.517 2.557
H 1.645 -1.123 1.987

Strongest force on any atom ... 2.7 eV/Å
Net charge ... +1
Energy above the lowest of the compared OMol25 structures with the same formula, charge and spin ... 124.1 kcal per mole
Total energy ... -9466.652 eV
HOMO-LUMO gap ... 4.7 eV

***

Q: Number 3 is which compound?
A: C6H17N2

***

Please write out number 3 again, unchanged.
Here is a cluster of 2 separate species, C6H17N2 in total in a non-equilibrium geometry from the OMol25 dataset. Energies are from ωB97M-V with the def2-TZVPD basis set.

Atoms and positions in Å:
N -2.730 -1.278 -1.426
C -2.103 -0.731 -0.192
C -3.100 -0.218 0.882
C -1.160 0.354 -0.553
N 2.703 0.257 0.764
C 1.658 0.526 -0.179
C 2.322 1.287 -1.352
C 2.312 -0.237 2.066
H -2.085 -1.972 -1.811
H 3.532 -0.213 0.435
H -2.631 -0.536 -2.123
H -1.734 -1.644 0.290
H -2.710 -0.178 1.892
H -4.016 -0.815 0.807
H -3.385 0.835 0.694
H -1.469 1.298 -0.085
H -0.971 0.584 -1.601
H 1.148 -0.440 -0.517
H 0.862 1.091 0.332
H 2.891 0.557 -1.931
H 3.012 1.972 -0.875
H 1.610 1.753 -2.034
H 3.115 -0.400 2.774
H 1.675 0.517 2.557
H 1.645 -1.123 1.987

Strongest force on any atom ... 2.7 eV/Å
Net charge ... +1
Energy above the lowest of the compared OMol25 structures with the same formula, charge and spin ... 124.1 kcal per mole
Total energy ... -9466.652 eV
HOMO-LUMO gap ... 4.7 eV

***

Q: Which value of net charge does entry 2 give?
A: +1